# 1
This record from OMol25 describes one molecule with the formula C4H5NO in a non-equilibrium geometry. The level of theory is wB97M-V/def2-TZVPD.

```
11
Properties=species:S:1:pos:R:3:forces:R:3
C -0.065 -0.492 1.687 0.0 0.1 0.0
C 0.104 0.341 0.475 0.8 -0.2 -0.7
C 0.046 -0.038 -1.079 0.7 1.3 2.4
O 1.215 0.155 -1.754 -0.3 0.3 0.2
C -0.616 1.249 -0.169 -0.4 -1.6 -1.4
N -1.028 1.418 -1.324 0.3 -0.1 -0.3
H 1.053 0.437 -2.661 -0.2 -0.1 -0.1
H -0.411 -1.013 -1.200 -1.0 0.5 -0.4
H -1.016 -1.033 1.713 0.0 -0.1 0.0
H -0.038 0.180 2.546 0.1 -0.2 0.1
H 0.757 -1.204 1.765 -0.1 0.1 0.2
```
Positions in Å, forces in eV/Å.

Computed properties:
F_max ... 2.78 eV/Å
E ... -285.228029 a.u.
Charge ... 0
HOMO ... -7.89 eV
Energy relative to the best compared isomer or geometry (same formula, charge and spin) ... 5.076 eV

Computed natural (NBO) charges, given in elementary charges: atom 1 (C): -0.63, atom 2 (C): -0.30, atom 3 (C): 0.31, atom 4 (O): -0.67, atom 5 (C): 0.35, atom 6 (N): -0.44, atom 7 (H): 0.49, atom 8 (H): 0.21, atom 9 (H): 0.20, atom 10 (H): 0.24, atom 11 (H): 0.23

# 2
This record from OMol25 describes C55H60Ge2O3S7W as an isolated structure in a non-equilibrium geometry. The level of theory is wB97M-V/def2-TZVPD.

```
128
Properties=species:S:1:pos:R:3:forces:R:3
W -0.812 -1.668 1.844 -1.2 -1.8 0.4
S -1.407 -1.818 4.216 0.1 0.2 -1.3
C -2.918 -2.710 4.338 0.2 0.2 -0.1
C -3.419 -2.994 5.607 0.0 0.0 0.0
C -4.608 -3.686 5.740 0.1 0.0 0.1
C -5.300 -4.095 4.605 -0.1 0.0 -0.1
C -4.806 -3.817 3.343 -0.1 0.0 0.0
C -3.604 -3.127 3.200 0.3 0.1 -0.2
S -2.956 -2.811 1.596 0.3 0.2 0.2
H -2.862 -2.669 6.477 -0.1 0.0 0.0
H -4.992 -3.900 6.727 0.0 0.0 0.0
H -6.239 -4.622 4.705 0.0 0.0 0.0
H -5.347 -4.127 2.459 0.0 0.0 0.0
C 4.577 3.126 4.243 0.0 -0.1 -0.1
C 4.420 2.338 2.972 0.0 0.0 0.0
C 4.633 0.963 2.965 0.0 0.0 0.0
C 4.576 0.222 1.791 -0.1 0.0 0.0
C 4.947 -1.238 1.807 0.0 0.1 0.0
C 4.259 0.873 0.590 0.1 0.1 0.1
C 4.075 2.261 0.571 0.0 -0.1 0.0
C 3.860 2.980 -0.733 0.0 0.0 0.1
C 4.141 2.966 1.766 0.0 0.0 0.0
C 4.285 0.098 -0.682 0.0 -0.1 -0.3
C 5.477 0.073 -1.406 -0.1 0.0 0.1
C 5.600 -0.678 -2.562 0.0 0.0 0.0
C 4.541 -1.456 -3.004 0.0 -0.1 0.0
C 3.343 -1.453 -2.304 -0.1 0.1 0.0
C 3.207 -0.645 -1.176 -0.6 -0.2 0.4
Ge 1.450 -0.698 -0.204 0.2 0.5 -0.7
S 1.512 -2.363 1.257 -1.0 1.2 0.3
S 0.984 1.472 0.248 -0.4 -0.4 0.1
Ge -1.238 1.055 0.117 0.1 0.2 -0.9
S -2.304 0.344 1.910 1.1 -0.2 -0.5
S -0.821 -1.066 -0.845 0.6 0.9 1.3
C -2.294 2.438 -0.852 0.4 -0.5 0.4
C -2.433 3.668 -0.194 -0.1 -0.2 -0.1
C -3.295 4.621 -0.722 0.1 0.0 0.0
C -4.002 4.354 -1.885 0.0 0.0 0.0
C -3.832 3.148 -2.540 0.0 0.0 0.0
C -2.978 2.169 -2.033 0.0 0.1 0.0
C -2.861 0.893 -2.791 -0.2 -0.2 -0.2
C -3.630 -0.221 -2.444 0.0 0.2 0.0
C -4.453 -0.258 -1.182 0.0 -0.1 -0.1
C -3.648 -1.321 -3.298 0.1 0.0 0.0
C -2.938 -1.332 -4.488 -0.1 0.0 0.0
C -3.088 -2.461 -5.469 -0.1 0.1 0.0
C -2.129 -0.239 -4.784 -0.2 0.1 0.0
C -2.080 0.872 -3.956 0.1 0.0 0.0
C -1.200 2.042 -4.311 -0.1 0.0 0.0
C -1.665 3.928 1.055 0.0 0.2 0.1
C -2.259 3.743 2.309 0.1 -0.1 -0.2
C -3.703 3.341 2.439 0.1 0.0 0.0
C -1.494 3.967 3.449 0.0 0.0 0.0
C -0.176 4.391 3.370 0.0 0.0 0.1
C 0.639 4.613 4.615 -0.1 0.0 -0.1
C 0.378 4.624 2.115 -0.1 0.0 0.0
C -0.352 4.418 0.954 0.0 0.0 0.1
C 0.239 4.757 -0.389 0.0 -0.1 0.1
C 2.193 -2.313 -2.691 0.0 -0.1 -0.1
C 2.110 -3.608 -2.166 0.0 0.0 -0.1
C 3.216 -4.165 -1.311 -0.1 0.1 -0.1
C 1.006 -4.391 -2.491 0.1 0.0 -0.2
C 0.019 -3.928 -3.352 0.0 0.0 0.0
C -1.149 -4.792 -3.739 0.1 0.1 0.1
C 0.135 -2.647 -3.880 0.1 0.0 0.0
C 1.206 -1.826 -3.559 0.1 -0.1 0.0
C 1.338 -0.452 -4.153 -0.1 -0.1 0.0
H 4.148 2.595 5.093 0.0 0.1 0.0
H 4.113 4.107 4.158 0.0 0.0 0.1
H 5.638 3.276 4.452 0.0 0.0 0.1
H 4.891 0.461 3.892 0.0 0.0 0.0
H 5.194 -1.559 2.818 0.0 0.0 0.0
H 5.815 -1.412 1.169 0.0 -0.1 0.0
H 4.137 -1.860 1.430 0.0 -0.1 0.0
H 3.148 2.443 -1.360 0.0 0.1 -0.1
H 4.799 3.052 -1.284 0.0 0.0 0.0
H 3.486 3.988 -0.562 0.0 0.0 0.0
H 3.996 4.040 1.749 0.0 0.0 0.0
H 6.318 0.644 -1.030 0.0 0.0 0.0
H 6.531 -0.672 -3.112 0.0 0.0 0.0
H 4.650 -2.085 -3.878 0.0 0.0 0.0
H -3.406 5.569 -0.211 0.0 0.0 0.0
H -4.698 5.087 -2.272 0.0 0.0 0.0
H -4.379 2.942 -3.451 0.0 0.0 0.0
H -4.555 0.727 -0.731 0.0 0.0 0.0
H -3.993 -0.926 -0.447 0.0 0.1 0.0
H -5.450 -0.647 -1.389 0.0 0.0 0.0
H -4.266 -2.175 -3.040 0.0 0.0 0.0
H -3.397 -3.380 -4.974 0.0 0.0 -0.1
H -2.163 -2.641 -6.017 0.0 -0.1 0.0
H -3.858 -2.206 -6.201 0.0 0.0 0.0
H -1.550 -0.239 -5.702 0.0 0.0 0.0
H -0.641 1.838 -5.223 0.0 0.0 0.0
H -0.490 2.250 -3.506 0.0 0.1 0.0
H -1.790 2.945 -4.468 0.0 0.0 0.0
H -4.049 2.797 1.562 -0.1 0.0 0.0
H -4.330 4.227 2.555 0.0 0.0 0.0
H -3.847 2.713 3.317 0.0 0.0 0.0
H -1.945 3.814 4.423 0.0 0.0 0.0
H 0.030 4.479 5.508 0.0 0.0 0.0
H 1.049 5.623 4.627 0.1 0.0 0.0
H 1.472 3.908 4.652 0.1 0.0 0.1
H 1.399 4.980 2.038 0.0 0.0 0.0
H 1.196 5.260 -0.262 0.0 0.0 0.0
H -0.429 5.410 -0.952 0.0 0.0 0.0
H 0.401 3.857 -0.984 0.0 0.0 -0.1
H 4.101 -4.358 -1.921 0.0 0.0 0.0
H 2.912 -5.101 -0.845 0.0 0.0 0.0
H 3.501 -3.456 -0.534 0.1 -0.1 0.0
H 0.941 -5.404 -2.104 0.0 0.0 0.0
H -1.063 -5.790 -3.313 0.0 0.0 0.0
H -1.195 -4.884 -4.824 -0.1 0.0 0.0
H -2.082 -4.337 -3.400 0.0 -0.1 0.0
H -0.630 -2.284 -4.555 0.2 0.0 0.1
H 0.448 -0.189 -4.720 0.1 0.0 0.0
H 2.202 -0.409 -4.818 0.0 0.1 0.0
H 1.488 0.296 -3.370 0.0 0.1 0.0
O 1.420 -2.636 4.135 0.4 -0.1 0.3
H 2.325 -2.314 4.047 0.0 0.0 0.1
H 1.177 -2.521 5.060 0.1 0.0 0.0
O -0.741 -3.804 0.041 -0.2 -0.2 0.0
H -1.441 -4.466 0.061 0.0 0.0 0.1
H -0.094 -4.090 -0.621 0.1 0.2 0.0
O -0.448 -4.282 2.727 0.2 -0.3 -0.4
H 0.480 -4.422 2.950 0.0 0.1 0.2
H -0.956 -4.612 3.476 0.0 0.1 0.1
S 1.071 0.825 3.630 -0.6 -0.8 -0.9
C 0.335 -0.155 2.709 0.3 0.7 1.6
```
Positions in Å, forces in eV/Å.

Computed properties:
F_max ... 2.18 eV/Å
E ... -9365.823249 a.u.
⟨S²⟩ ... 0.779
Spin multiplicity ... 2
Charge ... +1
HOMO (alpha / beta) ... -10.12 / -10.13 eV
Energy relative to the best compared isomer or geometry (same formula, charge and spin) ... 0.456 eV

Löwdin population analysis, charges in e, atoms 1 to 99: atom 1 (W): 0.69, atom 2 (S): 0.70, atom 3 (C): -0.64, atom 4 (C): -0.11, atom 5 (C): -0.08, atom 6 (C): -0.07, atom 7 (C): -0.10, atom 8 (C): -0.64, atom 9 (S): 0.64, atom 10 (H): 0.10, atom 11 (H): 0.11, atom 12 (H): 0.11, atom 13 (H): 0.11, atom 14 (C): -0.04, atom 15 (C): -0.28, atom 16 (C): -0.03, atom 17 (C): -0.21, atom 18 (C): -0.03, atom 19 (C): -0.17, atom 20 (C): -0.25, atom 21 (C): -0.04, atom 22 (C): -0.01, atom 23 (C): -0.21, atom 24 (C): -0.01, atom 25 (C): -0.04, atom 26 (C): -0.01, atom 27 (C): -0.23, atom 28 (C): -0.20, atom 29 (Ge): 0.25, atom 30 (S): 0.38, atom 31 (S): 0.37, atom 32 (Ge): 0.23, atom 33 (S): 0.29, atom 34 (S): 0.36, atom 35 (C): -0.20, atom 36 (C): -0.23, atom 37 (C): -0.01, atom 38 (C): -0.04, atom 39 (C): -0.01, atom 40 (C): -0.22, atom 41 (C): -0.17, atom 42 (C): -0.24, atom 43 (C): -0.03, atom 44 (C): -0.01, atom 45 (C): -0.28, atom 46 (C): -0.05, atom 47 (C): -0.03, atom 48 (C): -0.21, atom 49 (C): -0.02, atom 50 (C): -0.17, atom 51 (C): -0.23, atom 52 (C): -0.05, atom 53 (C): 0.00, atom 54 (C): -0.27, atom 55 (C): -0.04, atom 56 (C): -0.01, atom 57 (C): -0.24, atom 58 (C): -0.04, atom 59 (C): -0.17, atom 60 (C): -0.22, atom 61 (C): -0.03, atom 62 (C): -0.04, atom 63 (C): -0.25, atom 64 (C): -0.03, atom 65 (C): 0.00, atom 66 (C): -0.22, atom 67 (C): 0.00, atom 68 (H): 0.08, atom 69 (H): 0.07, atom 70 (H): 0.09, atom 71 (H): 0.12, atom 72 (H): 0.08, atom 73 (H): 0.09, atom 74 (H): 0.01, atom 75 (H): 0.06, atom 76 (H): 0.09, atom 77 (H): 0.07, atom 78 (H): 0.12, atom 79 (H): 0.13, atom 80 (H): 0.11, atom 81 (H): 0.13, atom 82 (H): 0.13, atom 83 (H): 0.11, atom 84 (H): 0.13, atom 85 (H): 0.07, atom 86 (H): 0.03, atom 87 (H): 0.09, atom 88 (H): 0.13, atom 89 (H): 0.07, atom 90 (H): 0.08, atom 91 (H): 0.09, atom 92 (H): 0.12, atom 93 (H): 0.08, atom 94 (H): 0.08, atom 95 (H): 0.09, atom 96 (H): 0.06, atom 97 (H): 0.10, atom 98 (H): 0.07, atom 99 (H): 0.12

# 3
This record from OMol25 describes C30H47ClP2Y as an isolated structure in a non-equilibrium geometry. The level of theory is wB97M-V/def2-TZVPD.

```
81
Properties=species:S:1:pos:R:3:forces:R:3
Y 0.023 -0.459 1.872 -0.3 1.6 0.8
C -0.740 -2.693 2.726 0.9 0.5 0.6
C 0.569 -2.991 2.241 -0.3 0.7 0.5
C 0.796 -1.430 3.950 -0.9 -1.1 -0.8
C -0.614 -1.739 3.804 1.4 -0.6 -0.6
C 1.512 -2.204 2.964 -1.0 0.1 0.4
C -2.017 -3.231 2.181 -0.4 -0.5 0.1
H -1.897 -3.598 1.156 -0.1 0.1 0.2
H -2.817 -2.480 2.188 0.1 -0.2 0.0
H -2.362 -4.079 2.793 0.0 0.2 -0.2
C -1.746 -0.960 4.374 -0.4 0.2 0.8
H -2.693 -1.209 3.886 0.1 0.0 0.1
H -1.583 0.125 4.275 -0.1 -0.4 0.0
H -1.863 -1.172 5.447 -0.1 0.1 -0.2
C 1.385 -0.311 4.736 0.1 0.2 0.8
H 1.550 -0.601 5.784 0.1 0.1 -0.2
H 0.726 0.566 4.749 0.2 -0.2 0.0
H 2.358 -0.008 4.330 -0.2 0.0 0.1
C 2.982 -2.182 2.737 0.5 -0.2 0.2
H 3.489 -2.838 3.461 0.0 0.2 -0.2
H 3.402 -1.178 2.862 0.0 -0.2 0.0
H 3.240 -2.545 1.737 0.0 0.1 0.1
C 0.898 -3.978 1.180 0.1 -0.4 -0.1
H 1.137 -4.949 1.636 0.0 0.1 -0.2
H 1.770 -3.672 0.592 -0.1 -0.1 0.0
H 0.056 -4.140 0.502 0.1 0.0 0.0
C -1.613 0.731 -5.214 -0.3 -0.4 0.2
C -1.696 -0.607 -5.201 -0.2 0.6 -0.3
C -0.876 -1.567 -6.013 0.4 -0.2 -0.1
C 0.475 -1.037 -6.547 -0.1 -0.5 -0.4
C 1.416 -0.561 -5.476 0.3 0.2 0.4
C 1.494 0.647 -4.902 0.2 -0.3 -0.5
C 0.680 1.860 -5.251 -0.3 0.2 0.0
C -0.659 1.603 -5.980 0.1 0.7 -0.2
H -1.467 -1.920 -6.876 0.1 0.1 0.3
H 0.306 -0.304 -7.348 0.2 -0.3 0.4
H -0.671 -2.463 -5.403 -0.1 0.2 -0.1
H -0.475 1.264 -7.008 -0.2 0.2 0.5
H -2.342 1.311 -4.637 0.2 -0.4 0.0
H -2.508 -1.077 -4.637 0.2 0.2 -0.1
H -1.152 2.585 -6.068 0.2 -0.3 -0.1
H 0.462 2.420 -4.326 0.1 -0.1 -0.2
H 2.297 0.837 -4.182 -0.2 -0.2 -0.1
H 1.282 2.539 -5.881 -0.1 -0.2 0.3
H 0.971 -1.897 -7.025 -0.2 0.3 0.0
H 2.138 -1.333 -5.181 -0.2 0.4 0.2
P -1.182 -0.429 -0.583 -0.2 -0.1 -0.3
C -2.772 0.480 -0.518 0.0 0.2 -0.4
C -1.369 -1.847 -1.713 -0.1 -0.2 -0.4
P 1.709 0.169 -0.219 0.2 0.1 -0.3
C 0.208 0.631 -1.266 0.0 0.2 -0.2
C 2.675 -1.009 -1.233 0.2 -0.1 -0.3
C 2.769 1.632 0.102 0.1 0.1 -0.4
H -2.743 1.258 0.262 0.1 -0.3 -0.3
H -3.569 -0.234 -0.256 0.3 0.2 -0.1
H -3.001 0.941 -1.483 -0.1 0.0 0.2
H -1.494 -1.566 -2.771 0.1 0.1 0.4
H -2.249 -2.437 -1.408 0.3 0.2 0.0
H -0.481 -2.497 -1.626 -0.3 0.3 0.0
H 3.058 2.125 -0.832 0.0 0.0 0.2
H 3.678 1.286 0.621 -0.3 0.0 -0.2
H 2.252 2.352 0.754 0.1 -0.3 -0.3
H -0.023 1.705 -1.163 0.0 -0.3 0.3
H 0.369 0.472 -2.345 0.0 -0.1 0.3
H 3.640 -1.216 -0.740 -0.4 0.1 -0.1
H 2.884 -0.646 -2.250 -0.1 0.0 0.3
H 2.128 -1.962 -1.318 0.1 0.4 0.1
Cl -0.451 4.504 1.291 0.1 0.4 -0.7
C -0.763 4.267 2.953 -0.3 -0.9 1.9
C -1.063 5.334 3.791 -0.1 -0.3 0.8
C -1.301 5.107 5.164 0.2 -0.4 -0.5
C -1.234 3.802 5.672 -0.2 1.1 0.4
C -0.933 2.751 4.838 0.1 -0.8 -0.5
C -0.693 2.936 3.470 -0.2 1.8 0.1
C -0.363 1.850 2.581 0.4 -3.3 -0.5
H -1.106 6.335 3.402 0.0 0.2 -0.1
H -1.529 5.944 5.833 0.1 -0.3 -0.4
H -1.418 3.626 6.733 0.1 0.1 -0.3
H -0.883 1.724 5.241 0.0 0.8 -0.2
H -1.088 1.710 1.737 0.6 0.5 -0.1
H 0.716 1.829 2.270 -0.5 0.4 -0.3
```
Positions in Å, forces in eV/Å.

Computed properties:
F_max ... 3.37 eV/Å
E ... -2352.303624 a.u.
Charge ... +1
HOMO ... -10.01 eV
Energy relative to the best compared isomer or geometry (same formula, charge and spin) ... 0.000 eV

Computed Löwdin charges, given in elementary charges: atom 1 (Y): 1.20, atom 2 (C): -0.31, atom 3 (C): -0.29, atom 4 (C): -0.30, atom 5 (C): -0.31, atom 6 (C): -0.31, atom 7 (C): -0.04, atom 8 (H): 0.07, atom 9 (H): 0.07, atom 10 (H): 0.10, atom 11 (C): -0.04, atom 12 (H): 0.08, atom 13 (H): 0.04, atom 14 (H): 0.10, atom 15 (C): -0.03, atom 16 (H): 0.10, atom 17 (H): 0.05, atom 18 (H): 0.08, atom 19 (C): -0.04, atom 20 (H): 0.10, atom 21 (H): 0.07, atom 22 (H): 0.07, atom 23 (C): -0.03, atom 24 (H): 0.10, atom 25 (H): 0.06, atom 26 (H): 0.07, atom 27 (C): -0.10, atom 28 (C): -0.13, atom 29 (C): -0.18, atom 30 (C): -0.20, atom 31 (C): -0.10, atom 32 (C): -0.14, atom 33 (C): -0.19, atom 34 (C): -0.20, atom 35 (H): 0.12, atom 36 (H): 0.10, atom 37 (H): 0.11, atom 38 (H): 0.10, atom 39 (H): 0.10, atom 40 (H): 0.09, atom 41 (H): 0.11, atom 42 (H): 0.10, atom 43 (H): 0.09, atom 44 (H): 0.12, atom 45 (H): 0.11, atom 46 (H): 0.10, atom 47 (P): 0.77, atom 48 (C): -0.25, atom 49 (C): -0.24, atom 50 (P): 0.78, atom 51 (C): -0.47, atom 52 (C): -0.25, atom 53 (C): -0.25, atom 54 (H): 0.04, atom 55 (H): 0.06, atom 56 (H): 0.05, atom 57 (H): 0.02, atom 58 (H): 0.06, atom 59 (H): 0.04, atom 60 (H): 0.05, atom 61 (H): 0.06, atom 62 (H): 0.03, atom 63 (H): 0.06, atom 64 (H): 0.04, atom 65 (H): 0.06, atom 66 (H): 0.04, atom 67 (H): 0.04, atom 68 (Cl): 0.70, atom 69 (C): -0.63, atom 70 (C): -0.10, atom 71 (C): -0.06, atom 72 (C): -0.08, atom 73 (C): -0.06, atom 74 (C): -0.34, atom 75 (C): -0.28, atom 76 (H): 0.10, atom 77 (H): 0.11, atom 78 (H): 0.11, atom 79 (H): 0.09, atom 80 (H): 0.01, atom 81 (H): 0.02

# 4
This record from OMol25 describes one molecule with the formula C4H7NO in a non-equilibrium geometry. The level of theory is wB97M-V/def2-TZVPD.

```
13
Properties=species:S:1:pos:R:3:forces:R:3
C 2.044 0.001 -0.455 2.4 0.0 4.2
C 0.783 -0.395 0.320 1.1 2.6 0.2
O -0.178 0.682 0.040 0.2 -0.9 1.0
C -1.410 0.325 0.541 -1.4 -0.2 -3.3
C -2.552 0.378 -0.367 4.0 -3.1 2.2
N -2.123 -0.801 -0.220 -0.4 1.0 0.0
H 1.749 0.179 -1.426 -0.4 0.6 -2.1
H 2.455 0.979 0.092 -0.4 -2.1 -1.6
H 2.835 -0.890 -0.449 -1.6 2.1 0.2
H 0.914 -0.416 1.432 0.0 -0.6 -1.0
H 0.502 -1.265 -0.183 -1.3 -1.8 0.1
H -1.761 0.349 1.512 0.9 0.2 2.6
H -3.258 0.874 -0.838 -3.2 2.3 -2.3
```
Positions in Å, forces in eV/Å.

Computed properties:
F_max ... 5.52 eV/Å
E ... -286.479214 a.u.
Charge ... 0
SMILES ... CCO[C@H]1C=N1
HOMO ... -9.81 eV
Energy relative to the best compared isomer or geometry (same formula, charge and spin) ... 4.148 eV

Computed natural (NBO) charges, given in elementary charges: atom 1 (C): -0.61, atom 2 (C): -0.08, atom 3 (O): -0.53, atom 4 (C): 0.13, atom 5 (C): 0.06, atom 6 (N): -0.32, atom 7 (H): 0.21, atom 8 (H): 0.21, atom 9 (H): 0.21, atom 10 (H): 0.18, atom 11 (H): 0.19, atom 12 (H): 0.17, atom 13 (H): 0.19